1.
Molecular formula: H8O4
Method: DFT, ωB97M-V/def2-TZVPD

Summary:
**Energy relative to the best compared isomer or geometry (same formula, charge and spin)**: 19.6 kcal/mol
**SMILES string**: O.O.O.O
**E_LUMO**: 0.29 eV
**Total charge**: 0
**Energy**: -8319.8257 eV
**Spin multiplicity**: 1
**F_max**: 0.613 eV/A

Each line ends with the Löwdin charge.
Cartesian coordinates (Å):
O 0.4793 7.5552 2.8762  -0.046
H 1.4206 7.5217 3.0882  0.060
H 0.3887 7.0304 2.0726  0.062
O -2.1764 9.8768 2.1486  -0.047
H -2.9708 9.5114 2.5545  0.047
H -1.4497 9.5279 2.6799  0.025
O -0.6567 8.0946 5.4398  -0.075
H -0.2347 8.1072 4.5597  -0.017
H 0.0638 7.9709 6.0658  0.030
O -2.4471 12.4514 0.2964  -0.069
H -2.5883 11.5542 0.6306  0.001
H -3.0836 12.9921 0.7747  0.029


2.
Molecular formula: H8O4
Method: DFT, ωB97M-V/def2-TZVPD

Summary:
**Energy relative to the best compared isomer or geometry (same formula, charge and spin)**: 38.0 kcal/mol
**SMILES string**: O.O.O.O
**E_LUMO**: 0.13 eV
**Total charge**: 0
**Energy**: -8319.0285 eV
**Spin multiplicity**: 1
**F_max**: 4.037 eV/A

Each line ends with the Löwdin charge.
Cartesian coordinates (Å):
O 37.2030 19.9550 49.5110  -0.073
H 37.6090 20.2570 50.3340  0.008
H 37.0260 19.0370 49.8440  0.030
O 39.9380 19.0570 51.7650  0.017
H 40.5830 19.3240 51.1750  0.033
H 39.4200 19.8500 51.7230  0.051
O 38.1170 17.3570 50.5980  -0.163
H 38.5110 16.4130 50.4630  0.108
H 38.6910 18.0830 51.0770  0.040
O 36.7520 16.6990 53.2870  -0.144
H 37.0740 16.7740 52.3650  -0.021
H 37.4540 16.0480 53.7680  0.113


3.
Molecular formula: H8O4
Method: DFT, ωB97M-V/def2-TZVPD

Summary:
**Energy relative to the best compared isomer or geometry (same formula, charge and spin)**: 23.9 kcal/mol
**SMILES string**: O.O.O.O
**E_LUMO**: 0.40 eV
**Total charge**: 0
**Energy**: -8319.6386 eV
**Spin multiplicity**: 1
**F_max**: 2.294 eV/A

Each line ends with the Löwdin charge.
Cartesian coordinates (Å):
O 0.8759 0.6864 0.2321  -0.024
H 1.1788 0.0405 0.8732  0.055
H 1.5757 1.3259 0.1893  0.066
O 1.3195 -2.6354 0.6190  -0.049
H 0.6951 -2.5738 1.3084  0.005
H 1.1877 -3.4836 0.1369  0.065
O -1.0092 -0.0478 -1.6056  -0.080
H -0.5931 -0.2562 -2.4461  0.029
H -0.3217 0.1982 -0.9566  -0.026
O -1.6398 2.4281 0.2451  -0.040
H -2.1914 2.6337 0.9844  0.020
H -1.0775 1.6839 0.4200  -0.021


4.
Molecular formula: H8O4
Method: DFT, ωB97M-V/def2-TZVPD

Summary:
**Energy relative to the best compared isomer or geometry (same formula, charge and spin)**: 44.3 kcal/mol
**SMILES string**: O.O.O.O
**E_LUMO**: 0.11 eV
**Total charge**: 0
**Energy**: -8318.7541 eV
**Spin multiplicity**: 1
**F_max**: 9.015 eV/A

Each line ends with the Löwdin charge.
Cartesian coordinates (Å):
O -1.9076 -35.7754 -46.7686  -0.027
H -2.0830 -35.5279 -45.8411  0.023
H -2.1841 -35.0159 -47.2202  -0.006
O -2.3115 -32.6784 -46.6691  0.012
H -2.0901 -32.6949 -47.6472  0.108
H -3.1277 -32.5506 -46.4306  -0.055
O 0.2884 -36.8169 -48.0280  0.000
H -0.4429 -36.3049 -47.6620  -0.013
H 0.9044 -36.2173 -48.0815  -0.072
O -2.4754 -34.6979 -44.1511  0.015
H -2.5604 -33.9714 -44.7255  -0.004
H -3.1426 -35.3238 -44.1860  0.019